[1]
Entry from the Open Molecules 2025 dataset: a 3-piece molecular cluster, C17H42NO11P3 overall in a non-equilibrium geometry (the ωB97M-V functional and the def2-TZVPD basis).

```
! RIJCOSX wB97M-V def2-TZVPD def2/J DEFGRID3
* xyz 0 1
C 4.7787 -0.6786 -4.3711
C 3.4336 -1.2903 -4.7188
O 2.8324 -1.8904 -3.5797
P 1.7501 -1.0378 -2.6471
O 0.8174 -0.6147 -3.7868
O 0.8334 -2.3125 -2.1200
C -0.5808 -2.2888 -2.2965
C -0.9746 -3.0354 -3.5553
O 2.7519 -1.3969 -1.3048
C 3.8629 -0.5783 -0.9885
C 3.5586 0.9048 -1.0325
H 4.6487 0.1916 -3.7241
H 5.3011 -0.3495 -5.2732
H 5.4088 -1.3975 -3.8433
H 2.7844 -0.5388 -5.1733
H 3.5822 -2.0843 -5.4562
H -0.9532 -1.2610 -2.3051
H -1.0313 -2.7792 -1.4323
H -0.3699 -2.7563 -4.4185
H -2.0274 -2.8547 -3.7888
H -0.8321 -4.1101 -3.4119
H 4.7018 -0.8376 -1.6361
H 4.1725 -0.8429 0.0266
H 3.1913 1.2147 -2.0162
H 4.4567 1.4826 -0.8024
H 2.7852 1.1590 -0.3019
C 2.4487 6.1507 4.0871
C 2.4169 4.6893 3.6777
O 1.0873 4.1877 3.6664
P 0.1971 4.1832 2.2616
O 1.2261 3.4510 1.3931
O -0.7483 2.8614 2.5833
C -0.8142 1.7934 1.6441
C 0.1694 0.6950 2.0196
O -0.9998 5.0606 3.1167
C -0.9319 6.4712 3.2194
C -0.6121 7.1624 1.9105
H 1.9989 6.7759 3.3127
H 3.4768 6.4905 4.2360
H 1.8896 6.3083 5.0117
H 2.9097 4.5582 2.7118
H 2.9735 4.1004 4.4122
H -0.6417 2.1578 0.6280
H -1.8317 1.3941 1.6659
H 1.1592 1.0871 2.2551
H 0.2605 -0.0309 1.2066
H -0.1790 0.1696 2.9124
H -0.2247 6.7450 4.0036
H -1.9122 6.8110 3.5651
H 0.3384 6.8174 1.4909
H -0.5513 8.2431 2.0580
H -1.3889 6.9560 1.1689
C -3.7222 -0.6426 1.0164
P -4.3431 -2.3462 0.4710
C -4.2452 -3.5483 1.9705
O -3.1393 -2.8646 -0.6978
C -3.7989 -3.5931 -1.7607
O -4.7321 -3.0793 -2.4367
O -3.3835 -4.9449 -2.0264
C -3.4617 -5.7355 -0.8019
C -2.0565 -6.0052 -0.0696
N -1.0134 -4.9654 -0.2992
H -2.5832 -0.5537 0.9952
H -4.0769 -0.4727 2.0977
H -4.1627 0.1747 0.3336
H -3.2312 -4.1059 1.9947
H -4.4249 -2.9894 2.9624
H -5.0708 -4.3454 1.8470
H -4.2709 -5.3023 -0.1120
H -3.8621 -6.7741 -1.1236
H -1.6872 -7.0845 -0.2836
H -2.2726 -5.9972 1.0712
H -0.1106 -5.4558 -0.1234
H -0.9496 -4.6751 -1.2852
*
```

SMILES: CCOP(=O)(OCC)OCC.CCOP(=O)(OCC)OCC.CP(C)OC(=O)OCCN
Orbital gap (eV): 7.018

Löwdin population analysis, charges in e, atoms 1 to 6: C -0.084; C -0.298; O -0.218; P 0.710; O -0.241; O -0.220

***

[2]
Entry from the Open Molecules 2025 dataset: C6H20BCl2CrO6S2 as an isolated structure in a non-equilibrium geometry (the ωB97M-V functional and the def2-TZVPD basis).

```
! RIJCOSX wB97M-V def2-TZVPD def2/J DEFGRID3
* xyz 0 6
Cr -0.0719 -0.4628 -0.5900
Cl -0.3370 -1.2280 -2.9842
Cl -1.1742 1.6087 0.2018
B 1.2539 -1.6288 0.5931
H 0.4031 -2.1728 0.2131
H 1.9228 -1.3327 -0.2001
H 1.0282 -0.6504 0.9881
H 1.6923 -2.2240 1.3791
O 1.7496 0.7492 -1.1561
S 3.1941 0.8018 -1.5144
O 3.8994 -0.1735 -2.3698
O 3.6624 2.3122 -2.1455
C 3.1794 3.4917 -1.5477
C 2.8656 4.4900 -2.6725
C 4.2034 0.8896 -0.0263
H 3.9933 3.9062 -0.9528
H 2.3576 3.3048 -0.8564
H 2.4877 5.4631 -2.3585
H 2.0733 4.1506 -3.3397
H 3.7553 4.7336 -3.2531
H 3.7433 1.5308 0.7256
H 5.2293 1.1590 -0.2773
H 4.1717 -0.0639 0.5009
O -1.6231 -3.9318 1.1205
S -2.1998 -2.6096 1.2331
O -1.8331 -1.4964 0.3335
O -3.8886 -2.6793 1.1742
C -4.7437 -1.5127 1.3867
C -5.7519 -1.4528 0.1894
C -2.0381 -2.1591 2.9817
H -4.0068 -0.7110 1.4334
H -5.3113 -1.5053 2.3173
H -6.4723 -2.2679 0.2587
H -5.0871 -1.5138 -0.6723
H -6.3091 -0.5243 0.0648
H -2.3413 -3.1110 3.4177
H -2.6621 -1.2824 3.1552
H -1.0143 -1.8972 3.2486
*
```

Orbital gap (spin up / spin down) (eV): 8.504 / 4.125

Löwdin population analysis, charges in e, atoms 1 to 6: Cr 0.254; Cl 0.374; Cl -0.160; B -0.451; H -0.055; H -0.050

***

[3]
Entry from the Open Molecules 2025 dataset: one molecule with the formula C3H4N2O in a non-equilibrium geometry (the ωB97M-V functional and the def2-TZVPD basis).

```
! RIJCOSX wB97M-V def2-TZVPD def2/J DEFGRID3
* xyz 0 1
N -1.6612 0.1242 -0.3564
C -0.4720 -0.3852 0.1563
C 0.4610 0.6646 0.1838
C 1.6168 0.0709 -0.0380
O 1.5598 -1.2458 -0.1064
N -0.0165 -1.6166 0.1900
H -2.1328 0.7974 0.2413
H -2.2122 -0.6718 -0.5542
H 0.3025 1.6924 0.4159
H 2.5402 0.5914 -0.1432
*
```

SMILES: Nc1ccon1
Orbital gap (eV): 10.014

Löwdin population analysis, charges in e, atoms 1 to 6: N 0.131; C -0.465; C -0.060; C -0.190; O -0.037; N 0.209